Entry 1:
{
  "formula": "C12H12O",
  "method": "ωB97M-V with the def2-TZVPD basis set",
  "lumo_ev": 0.72,
  "smiles": "C=C=C[C@H]1C=CC=C/C1=C1\\O[C@@H]1C",
  "total_energy_ha": -539.48440,
  "total_charge": 0,
  "max_force_ha_per_bohr": 0.0637,
  "e_homo_ev": -7.45,
  "symbols": ["O", "C", "C", "C", "C", "C", "C", "C", "C", "C", "C", "C", "C", "H", "H", "H", "H", "H", "H", "H", "H", "H", "H", "H", "H"],
  "coordinates": [[2.0100, 1.1711, 1.2138], [-2.2360, 1.6118, 1.1028], [-3.0466, 0.9382, 0.0693], [-0.4786, -1.2650, -1.0417], [-0.8584, 0.1938, -0.9583], [-0.0663, -2.8901, 1.0460], [-2.3576, 0.3261, -0.8700], [-0.1172, 0.8143, 0.1264], [3.1588, 0.6273, -0.9885], [2.4842, 0.0892, 0.3068], [-0.1147, -2.0510, -0.0007], [-0.8937, 1.5981, 1.1208], [1.1273, 0.5024, 0.4615], [2.8295, -0.8383, 0.8153], [-4.1483, 0.7905, 0.1039], [-0.9263, -3.1088, 1.6632], [2.6195, 0.1233, -1.8472], [-0.5880, -1.8578, -1.9916], [4.2034, 0.3455, -0.9182], [-2.8233, -0.3492, -1.6209], [-0.2363, 1.8776, 1.9282], [-0.5319, 0.8052, -1.9710], [-2.7293, 2.1438, 1.9682], [0.9262, -3.3111, 1.2664], [2.7936, 1.7133, -0.9845]],
  "forces_ev_per_angstrom": [[1.1, -0.4, 1.0], [-0.7, 1.4, 1.8], [0.1, 0.1, 0.6], [0.5, -2.9, 0.5], [0.9, 1.0, -3.0], [1.4, 1.4, -2.0], [0.0, -2.2, -1.7], [-0.7, 0.6, 2.0], [-2.3, -0.4, 1.0], [-0.1, 0.1, -1.1], [-1.8, 0.3, -0.1], [0.6, -1.1, -1.0], [-0.5, 0.7, -0.4], [-0.2, 0.9, -0.4], [1.0, 0.6, 0.2], [-0.1, -0.2, -0.2], [0.9, 0.4, 0.8], [-0.2, 0.9, 0.8], [0.3, 0.8, -0.6], [-0.1, 0.8, 0.5], [-0.6, 0.8, 0.4], [-0.7, -1.7, 1.9], [0.3, -0.8, -1.1], [-0.6, 0.2, 0.4], [1.4, -1.3, -0.3]]
}

---

Entry 2:
{
  "formula": "C12H12O6",
  "method": "ωB97M-V with the def2-TZVPD basis set",
  "lumo_ev": 0.38,
  "smiles": "O=CCOC(=O)[C@@H]1CC(=O)[C@H]2C=CC(O)=C[C@@H]2O1",
  "total_energy_ha": -915.83713,
  "total_charge": 0,
  "max_force_ha_per_bohr": 0.0775,
  "e_homo_ev": -8.55,
  "symbols": ["O", "O", "O", "O", "O", "O", "C", "C", "C", "C", "C", "C", "C", "C", "C", "C", "C", "C", "H", "H", "H", "H", "H", "H", "H", "H", "H", "H", "H", "H"],
  "coordinates": [[-1.5336, 4.3326, 1.8023], [2.1793, -2.0225, 0.5139], [5.5008, -3.2156, 1.3575], [-2.9562, -0.5219, -1.8029], [0.2907, 0.1254, 0.1548], [1.4473, -2.7804, -1.5579], [-2.8539, 2.0649, -0.6610], [-1.5902, 1.2426, -0.8795], [-0.6365, -0.9650, -1.8004], [0.0141, -1.1778, -0.4506], [-2.8373, 2.9801, 0.3630], [-0.6379, 2.2123, 1.1491], [4.3624, -2.7007, 1.4864], [3.3598, -2.8644, 0.3554], [-1.6608, 3.1293, 1.1624], [1.2889, -2.0768, -0.5395], [-1.8454, -0.1007, -1.5591], [-0.8934, 0.9012, 0.4394], [-0.9548, -1.9401, -2.1645], [-0.8735, 1.8207, -1.4939], [2.9658, -3.8680, 0.3731], [-3.7442, 1.9355, -1.2657], [-1.5703, 0.3306, 1.0568], [-0.7471, 4.3057, 2.3272], [-3.7119, 3.6215, 0.5627], [0.0366, -0.5194, -2.5674], [3.8656, -2.7034, -0.6191], [-0.6857, -1.6930, 0.1848], [4.0970, -2.2150, 2.4160], [0.3246, 2.3623, 1.6565]],
  "forces_ev_per_angstrom": [[-1.1, -0.2, -0.5], [-0.8, 0.2, -1.3], [-3.5, 1.7, 0.4], [0.3, 0.4, 0.1], [0.1, -0.4, 0.3], [-0.1, 1.8, 3.2], [0.6, 1.1, 2.0], [-0.8, -0.5, -0.7], [0.4, -0.3, -0.6], [1.2, 1.5, 0.7], [-1.5, -1.2, -1.9], [-0.6, 0.5, 0.1], [3.3, -2.0, -1.2], [-0.4, 0.5, -0.4], [3.0, -0.5, 0.2], [0.9, -0.9, -2.1], [-0.8, 0.0, -0.3], [0.4, 0.4, -0.7], [-0.2, 0.1, -0.2], [-0.1, -0.1, 0.2], [0.3, -0.6, 0.0], [0.3, -0.1, -0.1], [-0.4, -0.7, 0.3], [0.8, 0.1, 0.5], [0.6, -0.4, -0.1], [-0.2, -0.2, 0.8], [-0.4, 0.0, 0.6], [-0.4, -0.4, 0.5], [-0.3, 0.4, 0.3], [-0.5, 0.0, -0.1]]
}

---

Entry 3:
{
  "formula": "C12H13Br4N2O5Pt",
  "method": "ωB97M-V with the def2-TZVPD basis set",
  "lumo_ev": [2.52, 2.51],
  "total_energy_ha": -11366.22195,
  "s2": 2.01,
  "spin_multiplicity": 3,
  "total_charge": -1,
  "max_force_ha_per_bohr": 0.0128,
  "e_homo_ev": [-4.24, -4.56],
  "symbols": ["Pt", "Br", "Br", "Br", "Br", "O", "O", "O", "O", "O", "N", "N", "C", "C", "C", "C", "C", "C", "C", "C", "C", "C", "C", "C", "H", "H", "H", "H", "H", "H", "H", "H", "H", "H", "H", "H", "H"],
  "coordinates": [[0.1822, -0.3652, -0.1152], [-0.1295, -1.9163, 6.7323], [-2.2623, -4.3497, 1.9892], [1.2978, 0.3883, 4.7686], [-1.9405, -4.3208, 5.3244], [-2.0182, 2.0865, -2.7224], [-0.6735, 1.3086, -1.1420], [0.6588, -0.1052, 1.8922], [-0.7720, -2.0640, 0.7448], [2.4609, 0.1895, -1.1998], [-0.1577, -1.5259, -1.9978], [2.0277, 2.4307, -1.1598], [-1.2788, -1.1061, -2.8636], [2.3539, 1.2585, -0.5961], [0.2431, -1.0092, 4.0460], [1.6173, 3.5383, -0.3222], [-1.6578, 1.1840, -1.9718], [-0.6724, -2.0501, 2.0586], [-2.2614, -0.2044, -2.1176], [0.0987, -1.0116, 2.6613], [-1.1142, -2.9867, 4.2677], [-0.3574, -1.9821, 4.8547], [1.6919, 2.5237, -2.5673], [-1.2611, -3.0082, 2.8749], [-1.7943, -1.9776, -3.2732], [-2.4850, -0.6455, -1.1431], [2.5303, 1.3255, 0.4863], [1.9160, 3.3521, 0.7080], [0.5311, 3.6462, -0.3584], [2.2461, 3.3524, -3.0149], [-0.3570, -2.4009, -1.5214], [2.0865, 4.4627, -0.6665], [1.9701, 1.5948, -3.0570], [0.6185, 2.6820, -2.6829], [-3.1836, -0.1158, -2.6888], [-0.8570, -0.5562, -3.7073], [0.7032, -1.6225, -2.5201]],
  "forces_ev_per_angstrom": [[-0.1, -0.5, 0.0], [0.0, 0.0, 0.0], [0.0, 0.0, 0.0], [0.0, 0.0, 0.0], [0.0, 0.0, 0.0], [-0.2, 0.1, 0.1], [-0.4, 0.1, 0.0], [0.1, 0.0, 0.3], [-0.2, -0.2, 0.4], [0.2, 0.1, -0.2], [-0.1, 0.1, -0.1], [0.1, 0.1, 0.1], [0.1, 0.0, 0.0], [-0.1, 0.1, -0.1], [0.0, 0.0, 0.1], [0.0, 0.0, -0.1], [0.6, 0.1, -0.2], [0.0, 0.0, -0.3], [-0.1, -0.1, 0.1], [0.1, 0.2, -0.1], [0.0, 0.0, 0.0], [0.0, 0.0, -0.1], [0.0, 0.0, 0.0], [0.0, 0.0, 0.0], [0.0, 0.0, 0.0], [0.0, 0.0, 0.0], [0.0, 0.0, 0.0], [0.0, 0.0, 0.0], [0.0, 0.0, 0.0], [0.0, 0.0, 0.0], [0.0, 0.0, -0.1], [0.0, 0.0, 0.0], [0.0, 0.0, 0.0], [0.0, 0.0, 0.0], [0.0, 0.0, 0.0], [0.0, 0.0, 0.0], [0.0, 0.0, 0.0]]
}

---

Entry 4:
{
  "formula": "C12H13Cl2N2O3PtS4Sb",
  "method": "ωB97M-V with the def2-TZVPD basis set",
  "lumo_ev": [1.76, 1.34],
  "total_energy_ha": -3673.11131,
  "s2": 0.76,
  "spin_multiplicity": 2,
  "total_charge": -1,
  "max_force_ha_per_bohr": 0.0365,
  "e_homo_ev": [-3.75, -3.72],
  "symbols": ["Pt", "Sb", "Cl", "Cl", "S", "S", "S", "S", "O", "O", "O", "N", "N", "C", "C", "C", "C", "C", "C", "C", "C", "C", "C", "C", "C", "H", "H", "H", "H", "H", "H", "H", "H", "H", "H", "H", "H", "H"],
  "coordinates": [[1.1800, 0.3307, 0.1785], [3.6476, 2.7327, -0.2340], [2.3542, 0.5462, 4.9807], [0.5816, -1.7613, 5.2191], [1.2044, 2.6288, 0.1282], [4.4636, 3.2659, 1.8566], [3.5837, 0.2753, -0.2797], [-1.4538, 0.3161, 0.1087], [-1.8112, -1.1119, -0.0552], [-0.7962, 0.2860, 2.8920], [1.3097, -0.3737, 2.3816], [1.1044, -3.7701, 0.8621], [1.1278, -1.8343, -0.1403], [-1.4295, 0.9678, -1.5927], [-1.5544, 2.7230, -3.2205], [-1.5809, 2.3134, -1.8977], [0.5818, -2.5329, 0.8323], [-3.0406, 1.1231, 0.5183], [2.0500, -3.8614, -0.1365], [0.7317, -0.0732, 4.6650], [-1.2171, 0.0402, -2.5987], [0.3723, -0.0221, 3.1470], [-1.1968, 0.4534, -3.9226], [2.0545, -2.6471, -0.7453], [-1.3798, 1.7918, -4.2356], [-3.3065, 0.7595, 1.5088], [-1.6676, 3.7722, -3.4611], [-2.9171, 2.2033, 0.5310], [0.0233, 0.5081, 5.2413], [-1.6935, 3.0463, -1.1102], [0.8740, -4.4762, 1.5360], [-0.2057, -2.1966, 1.4822], [-1.0831, -0.9999, -2.3290], [-1.3832, 2.1117, -5.2701], [-3.7485, 0.7929, -0.2363], [2.6101, -4.7591, -0.3242], [2.6558, -2.2979, -1.5666], [-1.0447, -0.2704, -4.7132]],
  "forces_ev_per_angstrom": [[1.1, 0.6, 0.1], [0.7, 0.6, 0.6], [-0.1, 0.0, 0.1], [-0.1, -0.2, 0.1], [0.0, -1.1, 0.0], [-0.2, -0.1, -0.6], [-1.9, 0.0, 0.2], [-0.3, 0.1, -1.5], [-0.1, -0.2, 0.3], [0.1, 0.0, 0.0], [-0.2, 0.3, -0.4], [-0.1, 0.1, 0.0], [0.1, 0.5, 0.6], [-0.1, -0.1, 0.0], [0.0, 0.0, 0.0], [0.0, 0.0, 0.1], [-0.1, -0.3, -0.2], [0.7, 0.0, 0.7], [0.0, 0.1, -0.2], [0.2, 0.2, -0.3], [-0.1, -0.1, 0.1], [-0.1, -0.2, 0.4], [0.0, 0.1, 0.0], [0.1, -0.1, -0.1], [0.0, 0.0, 0.0], [0.0, 0.0, 0.0], [0.0, 0.0, 0.0], [0.0, 0.0, 0.0], [0.0, 0.0, 0.0], [0.0, 0.0, 0.0], [0.0, 0.0, 0.0], [0.1, 0.1, 0.1], [0.0, 0.0, 0.0], [0.0, 0.0, 0.0], [0.1, 0.0, -0.1], [0.0, 0.0, 0.0], [0.0, 0.0, 0.1], [0.0, 0.0, 0.0]]
}

---

Entry 5:
{
  "formula": "C12H13ClCoO",
  "method": "ωB97M-V with the def2-TZVPD basis set",
  "lumo_ev": [3.69, 2.29],
  "total_energy_ha": -2383.13958,
  "s2": 6.05,
  "spin_multiplicity": 5,
  "total_charge": -1,
  "max_force_ha_per_bohr": 0.0948,
  "e_homo_ev": [-1.75, -3.64],
  "symbols": ["Co", "Cl", "O", "C", "C", "C", "C", "C", "C", "C", "C", "C", "C", "C", "C", "H", "H", "H", "H", "H", "H", "H", "H", "H", "H", "H", "H", "H"],
  "coordinates": [[-0.0529, 0.0671, -0.3494], [1.4315, 1.5849, -0.3923], [-1.6678, 1.7951, -2.1155], [-0.4689, -1.4559, -1.4591], [-1.4970, 1.3603, -1.0156], [0.8753, -1.5644, -0.9416], [0.1418, 2.5716, -3.9611], [-1.3536, -1.4246, -0.3246], [1.2003, 1.7476, -4.4037], [-0.5570, -1.5542, 0.8636], [0.6218, 0.5723, -5.0013], [-1.0894, 1.8994, -4.2217], [-0.7894, 0.6892, -4.9245], [-2.3574, 1.4905, 0.1635], [0.8105, -1.6146, 0.4861], [1.1762, -0.2525, -5.4420], [-2.0171, 0.7982, 0.9419], [-3.3874, 1.2263, -0.1329], [-2.3249, 2.5058, 0.5764], [-2.4393, -1.4438, -0.3392], [0.2388, 3.5162, -3.4408], [-0.9360, -1.6987, 1.8738], [2.2602, 1.9680, -4.3138], [-2.0936, 2.2799, -4.0936], [1.7828, -1.6077, -1.5237], [-0.7535, -1.3398, -2.5016], [-1.5275, -0.0172, -5.3006], [1.6398, -1.7369, 1.1765]],
  "forces_ev_per_angstrom": [[0.0, 4.9, 0.1], [1.8, 1.7, 0.3], [-1.9, 1.4, -0.4], [0.0, -1.6, -0.1], [2.4, -2.2, 0.9], [0.0, -1.6, -0.2], [2.3, -0.7, -0.4], [-0.4, -2.3, 0.2], [-1.4, 1.7, 0.7], [-0.3, -0.9, 0.0], [-1.7, 0.0, -0.1], [0.0, -0.9, -1.9], [1.0, -0.2, 0.2], [-1.7, 0.8, 0.8], [-0.2, -1.6, -0.1], [-0.1, 0.2, 0.1], [-0.2, 0.2, -0.1], [0.0, 0.2, 0.3], [-0.1, 0.0, -0.1], [0.2, 0.2, -0.1], [0.0, -0.2, 0.0], [0.1, 0.3, -0.3], [-0.3, -0.1, 0.1], [0.3, 0.1, -0.2], [-0.1, 0.2, 0.0], [0.1, -0.1, 0.3], [0.3, 0.1, 0.2], [-0.1, 0.2, -0.2]]
}

---

Entry 6:
{
  "formula": "C12H13ClF16NO9PS",
  "method": "ωB97M-V with the def2-TZVPD basis set",
  "lumo_ev": -1.49,
  "smiles": "N[C@@]1(Cl)OS(=O)(=O)O[C@H]1P(=O)(O)O.FC(F)C(F)(F)COC(F)(F)C(F)F.FC(F)C(F)(F)COC(F)(F)C(F)F",
  "total_energy_ha": -3994.47105,
  "total_charge": 0,
  "max_force_ha_per_bohr": 0.1381,
  "e_homo_ev": -11.25,
  "symbols": ["Cl", "S", "P", "F", "F", "F", "F", "F", "F", "F", "F", "F", "F", "F", "F", "F", "F", "F", "F", "O", "O", "O", "O", "O", "O", "O", "O", "O", "N", "C", "C", "C", "C", "C", "C", "C", "C", "C", "C", "C", "C", "H", "H", "H", "H", "H", "H", "H", "H", "H", "H", "H", "H", "H"],
  "coordinates": [[-2.9069, -3.2988, 4.8155], [0.3257, -0.9286, 3.6414], [-3.6807, -1.2246, 1.9807], [-3.2664, -1.6754, -4.5158], [5.2090, 3.6838, 2.9093], [-0.9477, -2.5259, -3.2935], [-1.8501, 0.1469, -5.7899], [4.9156, -0.6364, -1.3788], [-1.9382, 1.6559, -3.2970], [2.6901, -0.5832, 0.2551], [-3.3468, 2.9920, -4.2598], [3.1785, 1.3560, -0.6000], [5.2103, 3.0357, -0.5916], [5.9493, 0.7783, -0.0997], [-3.5745, -2.3299, -2.4647], [5.9057, 1.8536, 1.9810], [-1.1659, 2.2109, -5.9089], [-0.8480, -0.3879, -3.6466], [6.7420, 4.0836, 0.5478], [-3.3628, -1.4119, 0.4175], [-4.9123, -2.3828, 2.4010], [1.7495, -1.1368, 3.0258], [0.1212, 0.4540, 4.3609], [-0.8584, -0.7841, 2.3767], [3.7268, 2.4512, 1.8000], [-3.9550, 0.8722, -3.9718], [-4.3844, 0.3828, 2.2060], [-0.3545, -2.3275, 4.4187], [-1.0171, -3.7552, 2.6421], [5.4267, 3.7339, 0.5510], [-1.5040, -1.3371, -2.9426], [3.6133, 0.4296, 0.2956], [4.9655, -0.1485, -0.1118], [-3.7335, -0.0320, -2.8848], [-1.5775, -2.7379, 3.6522], [3.5618, 1.0326, 1.7081], [5.0777, 2.9102, 1.7974], [-3.0038, -1.3412, -3.2240], [-2.2594, 1.4351, -5.6756], [-2.8556, 1.7233, -4.2916], [-2.0940, -1.3079, 3.0399], [4.2081, 0.4993, 2.4152], [-1.7692, -4.4362, 2.3940], [2.5459, 0.8564, 2.0827], [-3.7915, 0.9107, 2.8455], [5.2576, -0.9718, 0.5476], [-1.3025, -1.1798, -1.8783], [-0.1699, -4.2357, 3.0265], [4.8290, 4.6487, 0.5041], [-5.3882, -2.1460, 3.2512], [-3.3022, 0.4745, -2.0133], [-2.3548, -0.6593, 3.9786], [-2.9904, 1.6268, -6.4664], [-4.7431, -0.3154, -2.5623]],
  "forces_ev_per_angstrom": [[1.5, 0.3, -0.8], [2.4, 4.8, -1.4], [-1.6, 0.2, -6.9], [0.3, 0.0, 0.2], [0.0, 0.1, -0.8], [-0.3, -0.1, 0.0], [-0.4, 0.5, 0.0], [-0.3, 0.0, 0.2], [-0.2, 0.7, -0.7], [0.6, 0.0, 0.1], [0.3, -0.5, -0.5], [0.3, -0.3, 0.1], [-0.1, 0.4, 0.5], [-0.2, -0.5, -0.2], [0.5, 0.4, 0.0], [0.1, 0.9, 0.1], [-0.4, 0.1, 0.4], [0.0, -0.5, 0.2], [-0.3, -0.2, 0.4], [-1.0, 0.6, 6.5], [2.2, 3.1, 0.9], [-6.3, -0.1, 2.8], [0.7, -6.2, -1.9], [-0.5, -1.5, 2.5], [1.9, 0.1, -0.7], [1.9, 0.4, -0.5], [2.8, -2.6, 1.8], [-0.4, 2.0, -1.7], [-1.9, 1.1, 2.1], [0.2, 0.4, -0.9], [0.8, -0.4, 0.3], [-0.7, 0.8, -0.1], [0.6, -0.6, -0.6], [-0.9, 0.2, 0.6], [1.4, -0.2, -1.4], [-0.8, 0.0, 0.8], [-1.2, -1.2, 1.4], [-0.8, -0.1, -0.5], [0.4, -0.3, -0.8], [-1.3, -0.3, 1.8], [0.7, -0.3, 1.6], [0.0, 0.1, -0.4], [1.0, 0.7, 0.2], [0.2, 0.2, -0.3], [-1.3, -1.0, -1.4], [-0.2, 0.1, 0.1], [-0.2, 0.0, 0.0], [-1.3, 0.6, -0.2], [-0.1, -0.1, 0.2], [0.8, -0.3, -1.2], [0.1, -0.2, -0.3], [0.7, -1.1, -1.5], [-0.1, 0.1, 0.2], [0.2, -0.1, -0.3]]
}